Formula: C18H15AgBF2NO3S
Source: the OMol25 dataset
Level of theory: wB97M-V/def2-TZVPD

ORCA input file:
```
! wB97M-V def2-TZVPD RIJCOSX def2/J DEFGRID3
* xyz -2 1
Ag 0.0121 -0.7154 0.4167
C -0.1618 0.1574 -4.1881
C -1.3915 -0.4104 -4.5287
C -2.2932 -0.6515 -3.5114
C -1.9559 -0.3495 -2.1908
N -0.7536 0.1790 -1.8692
C 0.0958 0.4213 -2.8566
C -2.8579 -0.5989 -1.0784
C -4.2277 -0.4014 -1.2552
C -5.1127 -0.6676 -0.2325
C -4.6187 -1.1173 0.9846
C -3.2537 -1.2490 1.1685
C -2.2985 -1.0324 0.1589
H 0.5701 0.3955 -4.9505
H -1.6261 -0.6579 -5.5592
H -3.2581 -1.0899 -3.7280
H 1.0399 0.8599 -2.5649
H -4.5985 0.0126 -2.1905
H -6.1782 -0.5042 -0.3690
H -5.3085 -1.3417 1.7959
H -2.8972 -1.5546 2.1496
F 0.4644 2.0140 2.7464
B 0.3811 0.6641 2.4346
F 0.5309 0.0982 3.6844
C 4.4137 0.6251 4.7050
C 3.9381 -0.1261 3.4900
C 3.3168 -1.3614 3.6083
C 2.7724 -1.9872 2.5010
C 2.8462 -1.3843 1.2612
C 3.5356 -0.1933 1.1131
C 4.0703 0.4372 2.2218
S 2.1507 -2.2436 -0.1655
O 1.8789 -1.2052 -1.1477
O 3.2415 -3.1334 -0.5808
O 0.9942 -2.9804 0.3242
H 4.2417 0.0469 5.6127
H 3.8549 1.5582 4.7854
H 5.4771 0.8688 4.6320
H 3.2320 -1.8190 4.5866
H 2.2387 -2.9220 2.5818
H 3.5868 0.2472 0.1270
H 4.5730 1.3920 2.1199
*
```

## Properties
**Kohn-Sham gap**: 5.066 eV
**Electronic energy**: -1745.21193 hartree